No. 1
C16H10F4N2O4S in the gas phase in a non-equilibrium geometry, computed with the ωB97M-V functional and the def2-TZVPD basis.

Atoms and positions in Å:
O1 1.906 0.137 1.307
S1 1.318 -0.825 2.192
O2 1.483 -2.218 1.898
C1 -0.502 -0.469 2.323
C2 -0.836 0.285 1.114
N1 -0.936 1.588 1.066
O3 -1.134 1.880 -0.242
C3 -1.136 0.715 -0.906
C4 -1.317 0.663 -2.339
C5 -1.258 -0.569 -2.985
C6 -1.428 -0.651 -4.355
C7 -1.657 0.511 -5.074
O4 -1.847 0.557 -6.461
C8 -1.834 -0.548 -7.183
F1 -2.051 -0.228 -8.453
F2 -0.672 -1.220 -7.144
F3 -2.780 -1.440 -6.841
C9 -1.715 1.748 -4.441
C10 -1.545 1.826 -3.076
N2 -0.964 -0.300 -0.105
C11 1.906 -0.513 3.862
C12 2.149 0.792 4.249
C13 2.579 1.047 5.540
C14 2.750 -0.024 6.404
F4 3.164 0.217 7.658
C15 2.511 -1.335 6.021
C16 2.081 -1.576 4.727
H1 -0.663 0.121 3.219
H2 -0.999 -1.432 2.358
H3 -1.074 -1.455 -2.399
H4 -1.376 -1.616 -4.834
H5 -1.893 2.628 -5.037
H6 -1.586 2.779 -2.572
H7 2.013 1.586 3.533
H8 2.785 2.049 5.881
H9 2.665 -2.136 6.725
H10 1.892 -2.575 4.370

Computed properties:
Total charge = 0
Highest occupied orbital energy = -9.39 eV
Gap between HOMO and LUMO = 9.32 eV
SMILES string = O=S(=O)(Cc1noc(-c2ccc(OC(F)(F)F)cc2)n1)c1ccc(F)cc1
F_max = 1.72 eV/Å
LUMO level = -0.07 eV

Löwdin population analysis, charges in e, atoms 1 to 5: number 1, O, carries -0.2894; number 2, S, carries 0.6979; number 3, O, carries -0.3041; number 4, C, carries -0.1149; number 5, C, carries -0.4251



No. 2
2 unconnected molecules or ions with the total composition C16H11BrN2O3S2 in a non-equilibrium geometry, computed with the ωB97M-V functional and the def2-TZVPD basis.

Atoms and positions in Å:
S1 2.189 -1.529 2.041
C1 2.959 -1.288 0.641
N1 3.133 -1.015 -0.551
C2 3.119 0.415 -0.795
C3 4.291 0.979 -1.501
Br1 5.768 -0.188 -2.005
C4 4.427 2.386 -1.833
C5 3.340 3.317 -1.494
C6 2.193 2.765 -0.799
C7 2.055 1.339 -0.428
N2 0.889 0.852 0.288
C8 -0.366 1.280 -0.312
C9 -1.391 0.257 -0.529
C10 -2.661 0.682 -1.097
C11 -2.917 2.084 -1.454
C12 -1.892 3.117 -1.247
C13 -0.628 2.690 -0.664
S2 0.773 3.829 -0.333
H1 5.326 2.788 -2.344
H2 3.384 4.410 -1.727
H3 0.969 1.270 1.229
H4 -1.148 -0.789 -0.238
H5 -3.463 -0.084 -1.240
H6 -3.930 2.298 -1.862
H7 -2.073 4.185 -1.501
O1 -4.605 -3.848 0.428
C14 -3.641 -3.740 1.115
O2 -2.972 -2.573 1.325
C15 -2.032 -2.805 2.370
C16 -1.820 -4.292 2.306
O3 -3.061 -4.767 1.795
H8 -1.114 -2.244 2.199
H9 -2.472 -2.485 3.319
H10 -1.021 -4.571 1.614
H11 -1.609 -4.727 3.282

Computed properties:
Total charge = 0
Highest occupied orbital energy = -8.53 eV
Gap between HOMO and LUMO = 8.20 eV
Energy above the lowest of the compared OMol25 structures with the same formula, charge and spin = 2.433 eV
SMILES string = S=C=Nc1c(Br)ccc2c1Nc1ccccc1S2.O=C1OCCO1
F_max = 3.17 eV/Å
LUMO level = -0.33 eV

Löwdin population analysis, charges in e, atoms 1 to 5: number 1, S, carries 0.6874; number 2, C, carries -0.6667; number 3, N, carries 0.0668; number 4, C, carries -0.2127; number 5, C, carries -0.5627



No. 3
A molecular structure, C16H11ClIrN3O11S, computed with the ωB97M-V functional and the def2-TZVPD basis.

Atoms and positions in Å:
Ir1 -0.118 -1.360 0.511
O1 -2.508 -3.151 2.633
Cl1 -1.181 -3.218 2.175
O2 -0.467 -4.324 2.669
O3 -0.445 -1.933 2.489
O4 -1.132 -3.191 0.665
O5 1.175 0.211 0.748
C1 2.177 -0.577 0.792
O6 1.915 -1.813 0.655
C2 3.549 -0.075 0.986
C3 3.766 1.294 1.098
C4 5.053 1.770 1.278
C5 6.086 0.852 1.342
C6 5.893 -0.513 1.236
C7 4.603 -0.980 1.056
N1 7.465 1.356 1.533
O7 8.357 0.536 1.583
O8 7.613 2.556 1.623
H1 2.927 1.974 1.043
H2 5.265 2.824 1.369
H3 6.739 -1.180 1.297
H4 4.404 -2.039 0.970
C8 0.212 -0.307 -3.894
C9 0.198 -0.768 -2.519
N2 0.076 -1.074 -1.428
H5 0.298 -1.153 -4.574
H6 1.048 0.373 -4.044
H7 -0.730 0.221 -4.062
O9 -2.680 3.223 -1.717
S1 -2.924 1.830 -1.938
O10 -2.940 1.351 -3.298
N3 -1.885 0.905 -1.067
C10 -2.527 0.186 -0.196
O11 -2.005 -0.664 0.610
C11 -4.003 0.388 -0.136
C12 -4.930 -0.215 0.693
C13 -6.264 0.144 0.536
C14 -6.648 1.074 -0.426
C15 -5.711 1.673 -1.262
C16 -4.393 1.307 -1.090
H8 -4.615 -0.938 1.434
H9 -7.017 -0.305 1.170
H10 -7.693 1.334 -0.527
H11 -6.003 2.394 -2.013

Computed properties:
Total charge = 0
Highest occupied orbital energy = -9.56 eV
Gap between HOMO and LUMO = 8.23 eV
Energy above the lowest of the compared OMol25 structures with the same formula, charge and spin = 0.000 eV
F_max = 0.27 eV/Å
LUMO level = -1.33 eV

Löwdin population analysis, charges in e, atoms 1 to 5: number 1, Ir, carries 1.4703; number 2, O, carries -0.2300; number 3, Cl, carries 0.7531; number 4, O, carries -0.2281; number 5, O, carries -0.4141



No. 4
A molecular structure, C16H11MnN5S5SbSe, computed with the ωB97M-V functional and the def2-TZVPD basis.

Atoms and positions in Å:
Mn1 -0.354 0.135 -0.289
S1 -2.344 4.003 0.182
Sb1 -3.384 2.317 1.683
S2 -2.554 0.064 0.424
S3 -2.221 0.522 -1.618
S4 -2.135 2.162 3.506
N1 1.137 -3.634 -1.152
C1 -0.173 -4.096 -1.221
C2 -0.694 -5.344 -1.540
C3 -2.069 -5.450 -1.522
C4 -2.889 -4.354 -1.202
C5 -2.366 -3.120 -0.886
C6 -0.977 -3.002 -0.896
N2 -0.153 -1.910 -0.621
C7 1.080 -2.336 -0.799
C8 2.169 -1.385 -0.657
C9 3.519 -1.498 -0.711
S5 4.223 0.047 -0.491
C10 2.690 0.752 -0.337
N3 1.707 -0.108 -0.436
H1 1.970 -4.159 -1.352
H2 -0.062 -6.186 -1.787
H3 -2.528 -6.399 -1.763
H4 -3.962 -4.486 -1.209
H5 -2.991 -2.273 -0.645
H6 4.121 -2.377 -0.864
H7 2.538 1.806 -0.153
Se1 -0.264 3.406 -0.514
N4 -0.044 1.850 0.377
C11 0.696 2.143 1.535
C12 0.979 1.252 2.556
C13 1.829 1.650 3.579
C14 2.367 2.936 3.577
C15 2.073 3.835 2.563
C16 1.241 3.445 1.514
N5 0.995 4.206 0.379
H8 0.512 0.272 2.581
H9 2.037 0.973 4.396
H10 3.011 3.247 4.390
H11 2.487 4.834 2.562

Computed properties:
Total charge = 0
Highest occupied orbital energy (spin up / spin down) = -6.70 / -6.81 eV
Gap between HOMO and LUMO (spin up / spin down) = 5.43 / 5.59 eV
<S²> = 6.0656
Energy above the lowest of the compared OMol25 structures with the same formula, charge and spin = 2.283 eV
F_max = 0.52 eV/Å
LUMO level (spin up / spin down) = -1.27 / -1.23 eV
Multiplicity = 5

Löwdin population analysis, charges in e, atoms 1 to 5: number 1, Mn, carries 0.3715; number 2, S, carries -0.1084; number 3, Sb, carries 0.3627; number 4, S, carries -0.0328; number 5, S, carries 0.0490